Here is a single C23H28FN3O5S molecule from OMol25. Energies are from ωB97M-V with the def2-TZVPD basis set.

XYZ file:
```
61
Properties=species:S:1:pos:R:3
O 3.93232 1.67923 1.12143
C 2.72041 1.70712 1.04885
N 2.03313 2.31258 0.07466
H 1.02043 2.27603 0.01885
C 2.69285 2.89500 -1.07357
H 2.54627 3.98039 -1.06648
H 3.75981 2.68742 -0.96879
C 2.12274 2.31611 -2.37082
C 2.09496 0.81091 -2.37514
C 0.94226 0.14420 -2.77086
C 0.88702 -1.23917 -2.77478
C 1.98839 -1.97854 -2.37978
C 3.14413 -1.32426 -1.98811
C 3.19887 0.05892 -1.98879
H 4.10826 0.55184 -1.68043
H 4.00643 -1.89501 -1.67788
H 1.95158 -3.05746 -2.37703
H -0.01667 -1.74004 -3.09315
H 0.08480 0.72073 -3.09003
H 2.72552 2.67891 -3.20780
H 1.10382 2.68785 -2.49666
C 1.86135 1.05711 2.15491
N 0.69487 0.36249 1.66755
C -0.57048 0.79261 1.77171
O -1.52899 0.11794 1.41531
C -0.84501 2.20027 2.30619
N -2.09321 2.67293 1.74659
S -2.15202 2.58977 0.06078
O -0.78892 2.47505 -0.39525
O -2.90130 3.72650 -0.37528
C -3.07937 1.13534 -0.42096
C -4.41280 1.06131 -0.06984
C -5.14833 -0.05530 -0.42811
C -4.51438 -1.06522 -1.13291
C -3.18172 -0.98864 -1.50299
C -2.45895 0.13374 -1.14134
H -1.41738 0.24073 -1.39651
H -2.73239 -1.79760 -2.05682
F -5.22062 -2.15750 -1.47564
H -6.19062 -0.15355 -0.16976
H -4.86704 1.87932 0.46705
H -2.89766 2.20424 2.13670
H -0.07840 2.90736 1.99147
H -0.92044 2.19856 3.39641
C 0.95421 -0.86561 0.93793
H 1.84426 -0.72474 0.32001
H 0.09852 -1.05078 0.28721
C 1.17632 -2.10373 1.83186
H 2.01967 -1.92655 2.50700
C -0.09504 -2.53590 2.56613
H 0.17021 -3.15869 3.42093
H -0.68823 -1.69201 2.90502
C -0.81417 -3.35964 1.49596
H -1.49546 -2.72239 0.93301
C 0.33530 -3.86302 0.60514
H 0.50589 -4.93800 0.71284
O 1.52419 -3.21023 1.02860
H 0.15069 -3.64409 -0.45318
H -1.38383 -4.18147 1.92349
H 1.58292 1.82526 2.87714
H 2.51099 0.34136 2.66792
```

* strongest force on any atom: 0.9 eV Å⁻¹
* HOMO-LUMO gap: 0.352 hartree
* 2S+1: 1

Results of the Mulliken charge analysis, in e, for atoms 1 through 2: -0.716 0.670

Here is 5 unconnected molecules or ions with the total composition C8H26O9 from OMol25. Energies are from ωB97M-V with the def2-TZVPD basis set.

XYZ file:
```
43
Properties=species:S:1:pos:R:3
C -3.23627 3.58884 -0.62274
C -2.32005 2.56943 -0.00307
O -2.48691 1.27914 -0.57985
O -4.58189 3.39238 -0.22437
H -3.21305 3.48404 -1.70847
H -2.87695 4.59940 -0.39074
H -2.55019 2.51839 1.07118
H -1.28293 2.88285 -0.10773
H -3.37445 0.95619 -0.39368
H -4.67606 3.71417 0.67731
C -0.18572 -4.90413 -1.13612
C 0.12765 -3.53933 -1.69538
O -0.78621 -2.56589 -1.16033
O -1.57024 -5.18241 -1.31880
H 0.04955 -4.91515 -0.07163
H 0.45136 -5.63187 -1.64636
H 0.05274 -3.54561 -2.78586
H 1.12341 -3.22518 -1.38201
H -1.62339 -3.02812 -1.02577
H -1.67946 -5.84367 -2.00565
C 2.82300 -0.76443 -1.67432
C 4.04256 0.13449 -1.69540
O 3.73775 1.49949 -1.39373
O 2.39093 -0.97182 -0.35318
H 3.11869 -1.70818 -2.15730
H 2.02247 -0.30989 -2.27218
H 4.54055 0.05962 -2.66592
H 4.69089 -0.19638 -0.88433
H 3.37337 1.91529 -2.17974
H 1.48293 -0.65600 -0.25980
C 0.16024 0.91300 3.68462
C 0.14926 2.31108 3.10120
O 1.37752 2.99775 3.31940
O 0.94892 0.03409 2.91054
H -0.88209 0.56419 3.74227
H 0.58815 0.93628 4.68462
H -0.62347 2.92172 3.57757
H -0.05268 2.23971 2.02713
H 2.01253 2.67412 2.67322
H 0.50164 -0.07175 2.05918
O -0.31377 -0.28346 0.35512
H -0.45430 -1.14315 -0.07893
H -0.99602 0.30076 -0.00995
```

* strongest force on any atom: 0.6 eV Å⁻¹
* HOMO-LUMO gap: 0.357 hartree
* 2S+1: 1

Results of the Mulliken charge analysis, in e, for atoms 1 through 2: -0.653 -0.089

Here is a molecular structure, C45H56N10PRbS3 in a non-equilibrium geometry from OMol25. Energies are from ωB97M-V with the def2-TZVPD basis set.

XYZ file:
```
116
Properties=species:S:1:pos:R:3
Rb -0.53124 -0.48805 0.03260
C -4.03435 -0.08135 1.32982
C -4.20481 0.89650 0.19221
C -4.19200 0.28067 -1.17846
C -5.37889 0.06176 -1.89183
C -5.35067 -0.42923 -3.21144
C -4.08761 -0.65827 -3.79944
C -2.96361 -0.42243 -2.99283
N -3.01253 -0.03006 -1.72565
N -3.24660 0.44982 2.42721
C -3.41930 -0.31630 3.62155
C -2.83869 -1.72388 3.57490
C -2.96838 -2.55943 4.69512
C -2.37243 -3.83259 4.70829
C -1.60276 -4.19527 3.59574
C -1.52919 -3.27977 2.52333
N -2.01056 -2.01603 2.53478
C -3.18862 1.86832 2.71012
C -1.99688 2.64212 2.11091
C -1.66027 3.82578 2.80621
C -0.63715 4.62956 2.30982
C 0.05076 4.18631 1.14847
C -0.42002 3.00782 0.55438
N -1.36169 2.23874 1.04715
H -3.57336 -1.01500 0.90977
H -4.98758 -0.35255 1.74139
H -3.42268 1.66527 0.22876
H -5.16788 1.43509 0.27564
H -6.37289 0.32890 -1.45344
H -6.25097 -0.64000 -3.78188
H -3.99850 -0.99174 -4.83457
H -1.94923 -0.56682 -3.38361
H -4.50269 -0.34276 3.95209
H -2.94459 0.21464 4.47029
H -3.58236 -2.16850 5.52673
H -2.58017 -4.53982 5.54155
H -1.05582 -5.12687 3.54828
H -0.97789 -3.55582 1.61135
H -3.08251 2.04385 3.79620
H -4.09024 2.42916 2.43496
H -2.27980 4.16078 3.66049
H -0.42497 5.55355 2.80921
H 0.81859 4.82116 0.66682
H 0.13939 2.63546 -0.33300
S 0.97189 4.88733 -2.49434
P 2.53062 3.74073 -2.15922
S 2.18306 1.91531 -1.65945
C 3.59030 3.96578 -3.57388
C 3.60970 3.07334 -4.64188
C 4.37141 3.32882 -5.78712
C 5.16625 4.48066 -5.80906
C 5.07725 5.40747 -4.77021
C 4.28594 5.16041 -3.64491
C 3.43134 4.47374 -0.70100
C 4.67895 3.87619 -0.39138
C 5.35274 4.36301 0.72664
C 4.84310 5.36259 1.50030
C 3.72029 6.07267 1.04829
C 3.10957 5.69900 -0.13171
H 2.97192 2.14702 -4.53405
H 4.23384 2.69987 -6.64165
H 5.85935 4.63299 -6.64358
H 5.60937 6.34987 -4.79096
H 4.24701 5.92863 -2.83408
H 4.98210 2.98347 -0.94544
H 6.32738 3.99896 0.94202
H 5.37498 5.61374 2.44046
H 3.32436 6.93356 1.56623
H 2.29077 6.31125 -0.53389
S 2.13676 -0.03456 2.13105
C 2.35469 0.57883 3.68727
N 3.27761 1.52588 4.00143
C 3.53472 1.98033 5.35568
C 2.27103 2.01945 6.18275
C 1.58788 0.60223 6.11635
N 1.56429 0.15775 4.71288
H 3.91168 1.80011 3.22495
H 3.99800 3.00186 5.34828
H 4.21591 1.28214 5.88092
H 1.54785 2.78468 5.84324
H 2.50937 2.21918 7.24088
H 0.54318 0.67254 6.53819
H 2.02971 -0.15820 6.80180
H 0.87433 -0.50042 4.46157
C 2.67119 -2.29458 -4.87959
C 1.49880 -1.29989 -4.89686
C 0.88396 -1.21408 -3.58262
N 0.40671 -1.12225 -2.51370
H 3.05522 -2.47651 -5.92649
H 2.38932 -3.23516 -4.45474
H 3.46486 -1.86280 -4.23889
H 0.75666 -1.62579 -5.65354
H 1.86529 -0.31145 -5.15998
C -3.12209 -6.09666 -3.10001
C -3.81709 -4.90391 -2.39860
N -2.87433 -4.15224 -1.58451
C -1.62868 -4.62419 -1.16879
N -0.74435 -3.75606 -0.69950
C 0.62494 -4.17809 -0.59760
C 0.83320 -5.63945 -0.27579
C -0.01820 -6.44481 -1.23937
N -1.38026 -5.95047 -1.35353
C -2.33607 -6.81326 -2.04185
H -2.53149 -5.79161 -3.97203
H -3.91361 -6.77641 -3.48831
H -4.57259 -5.31791 -1.72034
H -4.33536 -4.18401 -3.07442
H -2.92758 -3.18038 -1.45491
H 1.03038 -3.48944 0.16643
H 1.12609 -3.96543 -1.57635
H 0.71129 -5.90001 0.78272
H 1.87917 -5.89758 -0.48726
H -0.09405 -7.50022 -0.98403
H 0.42829 -6.48815 -2.28108
H -2.88566 -7.29094 -1.24535
H -1.70083 -7.59720 -2.47248
```

* strongest force on any atom: 3.6 eV Å⁻¹
* HOMO-LUMO gap: 0.225 hartree
* 2S+1: 1

Results of the Mulliken charge analysis, in e, for atoms 1 through 2: 0.590 -0.729

Here is 5 unconnected molecules or ions with the total composition C3H17NO4 in a non-equilibrium geometry from OMol25. Energies are from ωB97M-V with the def2-TZVPD basis set.

XYZ file:
```
25
Properties=species:S:1:pos:R:3
C -0.76314 1.81652 -1.21139
C 0.38357 1.20554 -2.08518
C 1.15471 2.31887 -2.81176
N -0.35500 2.61355 -0.08150
H -1.44136 0.99044 -1.02124
H -1.44246 2.39136 -1.86206
H 0.05261 0.36739 -2.72528
H 0.96191 0.52532 -1.44035
H 0.59119 2.55514 -3.72221
H 2.16561 2.11971 -3.14071
H 1.04631 3.15248 -2.12186
H 0.50586 3.12995 -0.25903
H -0.00253 1.95998 0.62169
H -1.76655 0.24131 6.69720
H -0.88746 1.23151 5.79902
O -0.88505 0.42686 6.32344
H 2.84379 -3.22599 -0.59733
H 2.59158 -1.93720 -1.57435
O 2.81848 -2.27412 -0.69927
H -4.07295 -4.59502 -1.48993
H -2.85388 -5.27133 -1.18908
O -3.76600 -5.50935 -1.32807
H 1.08709 -0.31443 1.45061
H 1.95908 0.88036 1.71365
O 1.41960 0.46224 1.02101
```

* strongest force on any atom: 2.4 eV Å⁻¹
* HOMO-LUMO gap: 0.345 hartree
* 2S+1: 1

Results of the Mulliken charge analysis, in e, for atoms 1 through 2: -0.797 -0.061

Here is 2 unconnected molecules or ions with the total composition C4H13N2Si in a non-equilibrium geometry from OMol25. Energies are from ωB97M-V with the def2-TZVPD basis set.

XYZ file:
```
20
Properties=species:S:1:pos:R:3
C 0.80838 -0.21228 0.01744
C 1.78584 1.94432 -0.01956
C -2.98787 0.03275 -0.08348
C -1.09000 -1.45796 -0.34177
N 0.60984 1.05077 0.01926
N -2.04207 -0.96052 0.43711
Si 2.39712 -1.21098 0.05259
H 1.39090 2.90831 -0.12489
H 2.62242 1.65131 -0.78453
H 2.19033 1.99664 0.91179
H -3.79675 -0.47006 -0.46074
H -3.45013 0.77725 0.53006
H -2.37322 0.46465 -0.95173
H -1.07793 -1.39721 -1.46750
H -0.51031 -2.43235 -0.02103
H -0.19084 1.62853 0.08950
H -1.92825 -0.98765 1.43658
H 3.72964 -0.45380 0.58357
H 1.90419 -2.33984 1.11854
H 2.37565 -1.55276 -1.40596
```

* total charge: +1
* strongest force on any atom: 3.7 eV Å⁻¹
* HOMO-LUMO gap: 0.316 hartree
* 2S+1: 1

Results of the Mulliken charge analysis, in e, for atoms 1 through 2: 0.146 -1.070

Here is a molecular structure, C4H6CdLiO2 in a non-equilibrium geometry from OMol25. Energies are from ωB97M-V with the def2-TZVPD basis set.

XYZ file:
```
14
Properties=species:S:1:pos:R:3
O 0.30665 -0.15156 -2.48905
C 0.47402 -1.06727 -1.58933
C 0.76784 -0.63352 -0.23119
Li -0.13630 -1.78384 -3.45617
Cd -0.08366 1.70380 -2.49072
H 1.10407 -1.46827 0.39505
H 1.44093 0.24262 -0.22827
C -0.46562 0.42497 1.80806
C -0.76912 -0.03988 0.46219
O 0.00342 1.67863 1.97202
H -0.16919 -0.30366 2.56827
H -1.35578 -0.96607 0.40827
H -1.57521 0.58949 0.05549
H 0.45794 1.77457 2.81538
```

* expectation value of S²: 1.039
* total charge: +2
* strongest force on any atom: 4.8 eV Å⁻¹
* HOMO-LUMO gap (alpha / beta): 0.150 / 0.213 hartree
* 2S+1: 2

Results of the Mulliken charge analysis, in e, for atoms 1 through 2: -0.612 0.036

Q: Number 4 is which compound?
A: C3H17NO4

Q: Number 2 is which compound?
A: C8H26O9

Q: Which of these has the highest strongest force on any atom?
A: C4H6CdLiO2